# C23H41CuN8SSi2

A molecular structure, C23H41CuN8SSi2 in a non-equilibrium geometry (wB97M-V/def2-TZVPD, the OMol25 dataset).

XYZ file:
```
76
Properties=species:S:1:pos:R:3
Cu -0.88657 0.30328 -0.09444
N 0.41738 -3.69297 0.39422
C 0.88746 -2.64306 -0.28052
S 2.18785 -1.74122 0.20438
N 0.20677 -2.45307 -1.51625
N -0.21610 -1.12268 -1.74125
C 0.37040 -0.40909 -2.73445
C 0.11312 0.97638 -2.80921
C 0.66920 1.78146 -3.83416
C 0.42938 3.12835 -3.84501
C -0.37844 3.68685 -2.84310
C -0.89678 2.83885 -1.88364
N -0.67844 1.52658 -1.84436
H 0.81031 -3.82591 1.31435
H -0.58483 -3.86036 0.33381
H 1.03941 -0.86056 -3.45763
H 1.28968 1.31449 -4.58965
H 0.86039 3.75408 -4.61721
H -0.59470 4.74511 -2.80767
H -1.52853 3.22874 -1.09203
C 0.86000 -3.18820 -2.58696
Si -2.30180 -1.32361 -1.88519
C -2.29105 -2.89623 -2.92411
C -2.87848 0.04381 -3.01356
N -2.80564 -1.27591 -0.35342
C -2.56021 -2.11544 0.69872
C -2.90835 -3.46879 0.71553
C -2.62481 -4.30395 1.80717
C -1.96604 -3.77386 2.90112
C -1.59643 -2.42463 2.90645
C -1.87310 -1.55482 1.84032
N -1.50241 -0.23540 1.78584
Si -1.24727 0.74250 3.13741
C -2.61236 0.57087 4.43413
C 0.38585 0.44105 4.08118
C -1.22487 2.55377 2.56765
H 0.25894 -3.13484 -3.49224
H 0.93871 -4.22878 -2.27789
H 1.86953 -2.80983 -2.79893
H -1.84154 -2.73581 -3.90709
H -3.33535 -3.18325 -3.08728
H -1.79645 -3.71619 -2.40919
H -2.16129 0.22543 -3.81560
H -3.03030 0.96417 -2.45631
H -3.82582 -0.26014 -3.46932
H -3.44607 -3.86187 -0.14262
H -2.92960 -5.34436 1.79063
H -1.73045 -4.39669 3.75780
H -1.04929 -2.03674 3.76077
H -2.88247 -0.47968 4.56243
H -3.50956 1.10946 4.11890
H -2.30140 0.96565 5.40652
H 0.25471 -0.31804 4.85791
H 0.74848 1.35080 4.57116
H 1.17048 0.07631 3.41098
H -1.34380 2.59051 1.48134
H -0.30635 3.08376 2.84066
H -2.05826 3.10762 3.00869
C 4.02387 1.31737 1.20006
C 3.37239 2.23670 0.16335
C 4.26482 2.33625 -1.06945
C 3.15412 3.62288 0.76110
N 2.07893 1.73995 -0.33491
N 1.13925 1.34205 0.64769
H 5.01334 1.69356 1.47102
H 4.13602 0.30521 0.80282
H 3.43171 1.26178 2.11599
H 5.22971 2.78027 -0.81736
H 3.77941 2.94746 -1.83269
H 4.44608 1.34272 -1.48860
H 4.10508 4.06228 1.07102
H 2.51294 3.57138 1.64430
H 2.68052 4.27735 0.02749
H 2.23926 0.91012 -0.90039
H 0.81660 2.15683 1.15403
H 1.51309 0.66199 1.30473
```

Summary:
Net charge ... -1
HOMO level (alpha / beta) ... -3.0 / -3.0 eV
HOMO-LUMO gap (alpha / beta) ... 5.544 / 5.237 eV
Total energy ... -107670.26784 eV
Multiplicity ... 2
Largest force on an atom ... 1.16 eV/A
Energy relative to the best compared isomer or geometry (same formula, charge and spin) ... 1.935 eV